41
Properties=species:S:1:pos:R:3 method="wB97M-V/def2-TZVPD" homo_lumo_gap_ev="6.643 / 5.809" charge=+4 lumo_ev="-14.97 / -16.75" e_homo_ev="-21.61 / -22.56" spin_multiplicity=6
I -0.6194 -3.9679 0.3149
I -0.6280 -3.3760 -2.4581
Ru 0.0908 0.8179 -1.3900
Y -0.0687 -0.2311 1.3053
S -1.6562 -0.6395 -0.6786
S 1.3865 -1.0316 -0.6060
O -1.3511 0.8443 3.0749
O -1.7467 2.6720 -2.8378
O 2.2667 2.0158 -3.0339
O 2.7416 0.2983 3.8266
C -1.0614 1.9359 -2.2436
C 3.2736 -0.7473 -0.3353
C -3.9484 -0.5196 1.0736
C -4.0627 0.1818 -1.3618
C 1.4579 1.5254 -2.3709
C 3.7263 -1.7491 0.7117
C 1.9191 0.1789 3.0214
C -3.1449 1.7528 0.4042
C -3.3219 0.3064 -0.0364
C 3.6220 0.6720 0.0881
C 3.7770 -1.0869 -1.7269
H 3.2362 0.9072 1.0945
H 3.3828 -2.7483 0.4473
H -2.6279 1.8669 1.3715
H 3.4268 -2.0778 -1.9970
H 3.2348 1.4076 -0.6232
H -4.9848 -0.1892 1.2551
H -4.0697 -0.8641 -1.6530
H 4.7280 0.7475 0.1131
H -1.0515 1.6734 3.4986
H -1.5748 0.2879 3.8739
H -5.0959 0.5420 -1.2877
H 3.3933 -0.3738 -2.4542
H 3.3425 -1.5008 1.7077
H -3.9610 -1.5764 0.8077
H 4.8232 -1.7488 0.7568
H -3.5387 0.7490 -2.1290
H -2.6137 2.3487 -0.3435
H -4.1525 2.1990 0.5429
H 4.8737 -1.0699 -1.7577
H -3.4228 -0.4329 2.0349

=====

97
Properties=species:S:1:pos:R:3 method="wB97M-V/def2-TZVPD" homo_lumo_gap_ev="4.735 / 4.520" charge=-2 lumo_ev="3.88 / 3.89" e_homo_ev="-0.85 / -0.63" spin_multiplicity=2
Ti -0.2777 -1.0143 1.2236
Cl 3.3708 -6.0687 3.8968
Cl 2.2268 -3.4465 -0.6784
Cl 1.2167 -4.3686 5.4116
Cl -0.2797 -2.1079 3.9821
Cl 3.8831 -5.5356 0.8633
S 1.8321 1.2333 3.0872
P -2.2071 0.3811 2.6111
P 1.4281 0.1698 -0.3397
F -1.5709 -1.1288 -6.2445
F 2.7609 6.8028 0.4317
F 1.3625 6.8940 -1.2030
F 0.6377 6.8252 0.8308
F -0.4416 0.5864 -6.9150
F 7.6812 -2.2198 0.8372
F 8.1704 -0.4035 -0.2237
F 0.4601 -1.3766 -6.9143
F 7.7090 -2.1963 -1.3241
O -1.6450 2.1739 -1.4303
O -1.3029 -0.1353 -0.2172
O -2.2889 -4.1335 -0.1419
O -5.1105 -3.3316 -3.9478
O -1.6462 -2.4065 1.1330
O -5.3659 -1.3585 -4.7571
O -2.8858 2.2863 -3.1854
N -4.8877 -2.1379 -3.9541
N -2.3569 1.6738 -2.2706
C 1.5282 2.0449 -0.2701
C -0.3500 -0.5596 -6.2179
C -4.3108 2.2928 2.0185
C 5.1564 -1.0977 0.8983
C 2.6026 2.7885 -0.7464
C 5.3440 -0.6880 -1.4538
C 0.4800 2.7277 0.3183
C 0.5445 -1.2125 -2.6213
C 0.8835 0.2216 2.1969
C 1.5740 6.3309 0.0070
C 3.8182 -0.7011 0.8662
C 7.3618 -1.4829 -0.2355
C 0.1036 -1.4015 -3.9215
C 2.6233 4.1750 -0.6449
C 0.6143 0.8878 -4.4105
C 0.1370 -0.3431 -4.8176
C -2.6879 0.2213 -2.1046
C 0.4746 4.1151 0.4104
C 4.0122 -0.2910 -1.4778
C -3.9280 -1.6111 -2.9594
C 1.0653 1.0571 -3.1033
C -3.5677 -0.2942 -3.0292
C 0.8992 -3.0354 3.0436
C -2.4572 2.1203 4.9246
C 2.7086 -4.5687 1.7121
C -1.5853 1.6765 3.7496
C 1.9830 -3.5570 1.0672
C -2.1116 -2.9416 0.0525
C 5.9111 -1.0875 -0.2569
C -2.5592 -1.9547 -1.0262
C 1.5526 -4.0490 3.7306
C 2.4980 -4.8176 3.0603
C -4.1816 -1.6310 2.9723
C 1.5504 4.8337 -0.0677
C -3.4465 -0.4843 3.6711
C -2.1245 -0.5697 -1.0531
C -3.2958 1.3033 1.4514
C 1.0914 -2.6901 1.6976
C -3.4230 -2.4408 -1.9588
C 3.2365 -0.2870 -0.3237
C 1.0553 0.0099 -2.1844
H -3.9584 0.3399 -3.8072
H -0.3057 -2.3602 -4.2213
H 3.4576 2.2922 -1.1892
H 5.9284 -0.6964 -2.3662
H -4.8426 -2.1495 3.6730
H -0.6262 1.3073 4.1078
H -3.6960 -3.4861 -1.9087
H -3.7998 0.5438 0.8464
H -4.9660 1.8320 2.7631
H -4.8046 -1.2632 2.1501
H 5.5935 -1.4299 1.8318
H 3.5680 -0.0226 -2.4281
H -0.3366 2.1427 0.7206
H -1.9648 2.9322 5.4675
H -2.8978 -0.8670 4.5358
H 0.6106 1.7243 -5.0963
H -2.6087 1.3051 5.6351
H -3.4433 2.4783 4.6240
H 3.4768 4.7357 -1.0079
H -4.1610 0.2469 4.0573
H -3.8152 3.1434 2.4926
H -4.9505 2.6927 1.2251
H -3.4839 -2.3560 2.5572
H 3.2183 -0.7293 1.7681
H -0.3609 4.6236 0.8740
H 0.4604 -2.0270 -1.9148
H -1.3208 2.5327 3.1202
H -2.6138 1.8062 0.7635
H 1.3897 2.0424 -2.7989

=====

101
Properties=species:S:1:pos:R:3 method="wB97M-V/def2-TZVPD" homo_lumo_gap_ev="5.724 / 4.983" charge=-2 lumo_ev="3.74 / 3.11" e_homo_ev="-1.99 / -1.87" spin_multiplicity=1
Tl 0.0261 0.4562 0.0195
As 0.2888 3.6476 2.3551
S 0.6738 1.7222 3.2424
S -0.7748 3.4032 0.4772
S -0.9080 4.8147 3.6970
S 2.1505 4.6544 2.0181
S 1.3834 0.7402 -2.9089
P 0.0798 -2.3255 2.0801
P -0.1736 -2.8946 -0.9906
Si -0.5292 0.7734 -3.6398
O -1.5605 0.5399 -2.3815
O -0.9096 -0.4929 -4.6425
O -0.9928 2.0972 -4.5174
O -2.4281 -0.0479 1.4799
C 4.4543 -0.5765 2.3049
C -0.1645 3.8853 -3.1058
C 5.6530 -2.5838 1.7319
C -0.4726 -0.7037 -5.9547
C -0.8007 -3.6314 3.0828
C 0.8011 3.4438 -5.3684
C -2.8223 1.0152 2.3253
C -0.4751 3.4072 -4.5175
C 3.9804 -0.4401 0.9689
C -3.5072 1.4253 -1.3727
C -0.7987 -2.1656 -6.2922
C 1.1477 -1.6565 3.4181
C -3.3256 -1.1103 1.7078
C -3.2259 -1.0365 -1.8532
C 1.3254 -3.4338 1.2592
C 4.4307 -1.4110 0.0305
C -1.2244 0.2413 -6.8998
C 5.2313 -2.4547 0.4117
C 1.2593 -2.5567 -2.0896
C -2.9649 0.3859 -2.3557
C -3.6214 0.5684 -3.7263
C -1.0756 -4.0914 -2.1004
C 5.2785 -1.6143 2.6586
C -3.2157 0.3411 3.6348
C -1.5537 4.3026 -5.1443
C 0.6396 -4.1601 0.1164
C -3.8621 -0.9592 3.1476
C 3.1408 0.5827 0.5667
C 1.0325 -0.4710 -6.0840
H -2.9204 1.3803 -0.4596
H 6.2786 -3.4176 2.0224
H -3.8761 0.9536 4.2457
H 1.2057 4.4521 -5.3974
H 4.1601 0.1596 3.0390
H 0.5487 -1.0022 4.0506
H 1.7740 -4.1259 1.9786
H 0.5985 3.1121 -6.3862
H -3.2490 -0.1900 -4.4081
H 2.8648 1.3674 1.2503
H -1.4697 -4.2020 2.4420
H 1.6151 -2.4398 4.0180
H -2.8192 -1.7398 -2.5725
H 2.9079 0.7006 -0.4803
H 5.6584 -1.6875 3.6712
H 1.5587 -1.0460 -5.3276
H -4.5575 1.2443 -1.1504
H -4.1598 -1.0571 0.9944
H -1.8788 3.8949 -6.0997
H -1.0396 3.7938 -2.4698
H -2.6943 -1.1782 -0.9167
H -4.7042 0.4748 -3.6327
H -3.3781 1.5445 -4.1360
H 5.5579 -3.1853 -0.3194
H 4.1364 -1.2839 -1.0013
H -3.5813 -1.8063 3.7700
H 0.9457 -1.8490 -2.8558
H -2.2875 0.0113 -6.8986
H -4.2880 -1.2328 -1.7178
H -1.3999 -3.1299 3.8397
H 1.2515 0.5754 -5.9049
H -0.0989 -4.3073 3.5695
H 1.5358 2.7785 -4.9228
H -1.9753 1.6907 2.4382
H -2.3070 0.1289 4.1957
H -1.0977 1.2533 -6.5293
H -1.3528 -3.5657 -3.0121
H 1.3400 -4.7765 -0.4554
H -0.5491 -2.3853 -7.3272
H -1.9833 -4.4267 -1.5990
H -1.1663 5.3065 -5.2985
H 0.1665 4.9209 -3.1061
H -0.8382 0.1684 -7.9129
H 1.3882 -0.7545 -7.0725
H -0.2295 -2.8232 -5.6398
H -3.3923 2.4249 -1.7839
H -4.9518 -0.8861 3.1409
H 0.6150 3.2673 -2.6724
H -2.4145 4.3585 -4.4838
H -1.8582 -2.3539 -6.1338
H 1.6475 -3.4686 -2.5479
H -0.4581 -4.9535 -2.3522
H -3.6720 1.5564 1.8843
H -2.7759 -2.0418 1.5492
H 1.9103 -1.0378 2.9493
H 2.0403 -2.0671 -1.5107
H -0.1487 -4.8141 0.5006
H 2.1229 -2.7945 0.8738

=====

72
Properties=species:S:1:pos:R:3 method="wB97M-V/def2-TZVPD" homo_lumo_gap_ev=7.771 charge=+1 lumo_ev=-2.75 e_homo_ev=-10.53 spin_multiplicity=1
Cu -0.1980 -0.7464 -0.1702
S -2.0299 0.4618 0.7346
S 1.3113 -4.6865 1.6981
O 2.7578 1.8000 6.0676
O 2.5283 4.2342 2.8440
N -0.8988 2.9979 0.7266
N -0.0075 -2.0309 -4.3395
N -2.3401 -2.0287 -3.6710
N -1.2687 0.0475 -4.3251
N -0.6867 3.0666 -0.6451
N -1.4120 2.2771 2.6384
N 1.5890 0.5300 0.0862
N 2.4681 -2.4404 0.7758
N -0.6566 -1.0186 -2.2200
N 2.2087 2.2750 3.9286
N -0.9194 3.5309 2.8564
N 0.1323 -2.5781 0.7478
C -1.4266 1.9076 1.3542
C 2.2850 2.8494 5.2570
C 2.8918 2.3148 -0.8286
C -1.2759 -2.7689 -4.3530
C -3.1274 -4.2277 1.4130
C -1.3067 -5.6746 2.0586
C -0.6055 3.9611 1.6775
C 0.3704 -1.7942 -2.9579
C -0.4316 -4.6777 1.6535
C -2.5091 -0.7362 -4.3392
C 2.3851 3.0241 2.8240
C -1.9295 -1.7906 -2.2993
C -2.2487 -3.2385 1.0096
C -0.8767 0.2596 -2.9427
C -0.0235 5.2843 1.3605
C 2.3471 2.3034 1.5026
C -2.6638 -5.4371 1.9315
C 1.3029 -3.0938 0.9955
C 2.1922 1.1231 -0.9450
C 1.6858 1.1056 1.2903
C -0.2245 -0.7357 -4.9916
C -0.8817 -3.4653 1.1266
C 2.9540 2.9219 0.4126
H 0.7096 -0.1694 -4.9801
H -3.3696 -6.1957 2.2402
H 3.3272 -2.9594 0.7323
H 2.4091 -1.5740 0.2624
H 2.9654 3.7028 5.2283
H -3.2941 -0.1717 -3.8332
H -2.7023 -1.2217 -1.7780
H 1.3123 -1.2390 -2.9343
H -4.1923 -4.0584 1.3270
H 2.6721 2.0471 6.9933
H -2.6119 -2.2967 0.6214
H -1.1347 -3.7313 -3.8581
H -1.7835 -2.7445 -1.7889
H 0.5114 -2.7479 -2.4445
H 3.4642 3.8636 0.5707
H -1.5712 -2.9476 -5.3873
H 0.9416 5.1785 0.8633
H 0.0483 0.8398 -2.9132
H 3.3743 2.7476 -1.6940
H -1.6501 0.8169 -2.4107
H -2.8108 -0.9061 -5.3732
H 0.2360 3.4488 -0.8171
H 1.2952 3.1900 5.5761
H 2.2754 1.2700 3.8937
H 2.1097 0.6223 -1.9020
H -0.5144 -0.9053 -6.0289
H -1.3901 3.6603 -1.0712
H -1.7739 1.7263 3.3992
H -0.9406 -6.6086 2.4629
H -0.6924 5.8580 0.7173
H 0.1392 5.8208 2.2904
H 1.1806 0.5788 2.0932

=====

57
Properties=species:S:1:pos:R:3 method="wB97M-V/def2-TZVPD" homo_lumo_gap_ev=8.428 charge=0 lumo_ev=-0.17 e_homo_ev=-8.60 spin_multiplicity=1
S -1.1993 0.0592 -0.6443
O 1.5107 -4.0811 -0.9453
O -1.9082 7.5926 2.7187
O 1.8597 0.0171 3.5298
N 0.0650 -2.6276 -2.0193
N 0.4702 0.0698 1.5605
N 1.0277 2.8876 3.8328
N -0.6733 2.0768 0.8855
C -0.3669 6.2920 3.9611
C 0.2236 5.2391 4.4022
C -0.9794 5.1628 2.2171
C 2.2830 -1.2346 0.6874
C -1.1413 -5.0239 -4.0147
C -0.6320 -6.1638 -3.1896
C 0.9799 0.5780 2.7258
C -2.7297 7.4782 1.6434
C 1.2313 -2.9981 -1.5850
C 0.3791 4.1039 3.8093
C 0.6915 2.0979 2.8044
C -1.6473 -3.7435 -3.2488
C -0.4167 3.9325 2.6461
C -0.4378 0.9446 0.6208
C -1.1293 6.3171 2.9993
C -0.2657 2.5409 2.1916
C 0.2098 -4.4083 -4.4237
C 2.4198 -2.1281 -1.6617
C 0.7575 -1.2214 1.1848
C -1.0811 -3.4232 -1.8155
C 2.5405 -0.9483 -0.6914
H 0.1792 -5.8035 -2.1369
H 1.7003 2.6663 4.6061
H 0.4619 -5.3258 -5.2699
H -3.3738 6.7141 1.5951
H 0.8799 -1.6082 1.9265
H -2.9438 -4.3394 -2.7654
H 1.0541 -4.2749 -3.8783
H 3.3648 -2.6186 -1.6170
H -3.3232 8.4435 1.6532
H 2.9386 -0.7107 1.4305
H 2.4217 -1.7219 -2.8298
H 2.6352 -2.1304 0.7702
H 0.1625 -1.8090 -2.4250
H -0.1747 7.2371 4.7568
H 3.2198 -0.2304 -1.0660
H -1.5636 2.3844 0.3058
H -0.9844 -4.3334 -1.2686
H -2.0193 -2.6309 -1.4153
H -1.8446 5.1017 1.4619
H -1.9407 -2.9818 -3.8313
H 1.5218 -0.3853 -1.0277
H 0.8851 5.3144 5.4183
H 0.0076 -1.7758 0.5752
H -2.0903 7.4598 0.7314
H -1.6696 -5.1702 -4.8306
H 0.1401 -3.5767 -5.0947
H -1.4848 -6.3720 -2.4250
H -0.2011 -6.9107 -3.5309

=====

13
Properties=species:S:1:pos:R:3 method="wB97M-V/def2-TZVPD" homo_lumo_gap_ev=10.292 charge=0 lumo_ev=0.08 e_homo_ev=-10.21 smiles="C=C(C)C(=O)Cl.I" spin_multiplicity=1
I 3.9634 -2.9031 1.4267
Cl 1.1661 0.2391 -1.8998
O -0.7263 1.9860 -2.1324
C -0.2569 1.1336 -1.4624
C -1.7435 1.4324 0.2796
C -0.2474 -0.4973 0.5152
C -0.8226 0.6686 -0.2039
H -1.9079 2.4258 -0.2211
H -0.5428 -0.6756 1.5229
H -2.0465 1.1826 1.3182
H 0.7743 -0.1815 0.4991
H 2.6319 -3.4854 0.5609
H -0.2417 -1.3252 -0.2031

=====

12
Properties=species:S:1:pos:R:3 method="wB97M-V/def2-TZVPD" homo_lumo_gap_ev="5.954 / 7.964" charge=+1 lumo_ev="-3.71 / -7.92" e_homo_ev="-9.67 / -15.89" spin_multiplicity=3
N 0.8633 -0.3448 -0.7344
C 0.1918 0.4984 -0.2868
C -2.2136 0.0410 1.8291
C -0.6409 1.5949 0.3951
C 1.6173 -1.3498 -1.2944
C -1.4766 0.7816 1.2522
H 2.4877 -1.5962 -0.8434
H -0.0254 2.3235 0.9541
H -2.4369 -0.6557 2.5713
H -1.2855 2.1957 -0.2681
H 1.1901 -2.3843 -1.2579
H 1.7287 -1.1044 -2.3169

=====

76
Properties=species:S:1:pos:R:3 method="wB97M-V/def2-TZVPD" homo_lumo_gap_ev="7.360 / 6.190" charge=-1 lumo_ev="2.27 / 1.12" e_homo_ev="-5.08 / -5.07" spin_multiplicity=2
Ir 0.1147 0.1409 -0.2534
S -1.6095 -0.1040 -1.8315
S 2.1622 1.8500 1.8483
S -2.0771 -1.2695 -4.8431
P -1.7374 -1.7982 -3.0110
O 2.0693 -1.8111 1.3829
O 2.6699 2.7653 0.8640
O 1.1884 2.3640 2.7788
O -0.8937 -1.0487 0.9500
O 0.5643 1.7637 -1.3643
O 1.2971 -0.8913 -1.4014
O -2.8724 -2.7496 -2.3803
O -0.4952 -2.7754 -2.9770
O 0.8394 2.8209 -3.7645
N 1.6707 0.4518 1.1581
N -0.9297 1.6264 0.6782
N -0.8915 2.8615 0.0439
C 0.5350 3.9665 -3.1291
C -4.8490 -1.2571 -2.4907
C -1.0082 -0.8397 2.2472
C 0.6609 5.1440 -3.8698
C -4.0218 -2.2484 -0.3081
C -0.0680 -3.8719 -2.1352
C -1.2914 1.6206 1.9069
C 2.3209 -0.6567 1.6517
C -1.5367 0.6073 4.1225
C -0.7875 -5.1323 -2.5855
C 4.3394 -1.0767 3.2190
C -1.2930 0.4478 2.7559
C -1.1867 -1.7332 4.4758
C 3.4787 1.1108 2.7611
C -0.9512 -1.9247 3.1292
C 0.0884 4.0383 -1.8014
C 5.3199 -0.4816 4.0008
C 2.3944 -0.4153 -2.1186
C -0.0465 6.4491 -1.9744
C -0.1956 5.2869 -1.2457
C 3.4227 -0.2528 2.5908
C -0.0981 2.8254 -0.9843
C -1.4913 -0.4702 4.9828
C 0.3805 6.3672 -3.2976
C 4.4456 1.7275 3.5299
C 5.3774 0.9037 4.1482
C -0.1936 -3.6119 -0.6568
C -4.1584 -2.4258 -1.8109
H 4.2786 -2.1487 3.0860
H -0.7162 -2.8985 2.7214
H 0.7322 2.0759 -3.1457
H -0.7007 -5.2541 -3.6654
H 3.3132 -0.9120 -1.7791
H -5.8868 -1.2220 -2.1518
H 2.5380 0.6638 -1.9899
H -4.7388 -3.3310 -2.0104
H -1.1290 -2.5807 5.1485
H 6.1631 1.3439 4.7490
H -3.3420 -1.4280 -0.0806
H 6.0579 -1.0979 4.4983
H -1.2356 -3.5130 -0.3535
H 0.9929 -3.9590 -2.3791
H -0.2585 7.4086 -1.5220
H 0.4982 7.2688 -3.8866
H 0.2510 -4.4497 -0.1141
H -5.0003 -2.0279 0.1249
H -1.6779 -0.3350 6.0398
H -1.5483 2.5827 2.3380
H -4.8300 -1.3725 -3.5732
H -4.3700 -0.3110 -2.2404
H -1.8444 -5.0795 -2.3263
H 4.4751 2.8028 3.6426
H -3.6353 -3.1578 0.1541
H -1.7376 1.6032 4.5004
H -0.5338 5.3139 -0.2191
H -0.3450 -6.0025 -2.0957
H 0.9813 5.0602 -4.8998
H 2.2529 -0.6237 -3.1850
H 0.3398 -2.7129 -0.3766

=====

no.,DFT total energy (Eh)
1,-2255.3744
2,-7346.1472
3,-6812.4306
4,-4139.9420
5,-1659.3551
6,-989.0935
7,-248.2845
8,-3567.4529